(1)
{
  "formula": "C11H14N2",
  "method": "wB97M-V/def2-TZVPD",
  "elements": ["C", "C", "C", "C", "C", "C", "C", "C", "C", "C", "C", "H", "H", "H", "H", "H", "H", "H", "H", "H", "H", "H", "H", "H", "H", "N", "N"],
  "xyz": [[-2.3948, 0.8043, 1.9884], [-1.9407, -0.4456, 2.3497], [-1.1630, -0.7729, 1.0255], [-0.0727, -1.8651, 1.2224], [1.0010, -0.7460, -0.7115], [2.1449, -0.7594, -1.4973], [2.4831, 0.3976, -2.3321], [1.4304, 1.4708, -2.5623], [0.2939, 1.4830, -1.6195], [0.2961, 0.4284, -0.6212], [-1.3570, 1.5943, 1.0244], [-2.7234, 1.4914, 2.8367], [-3.3466, 0.5764, 1.5744], [-1.1753, -0.4513, 3.2094], [-2.7626, -1.1711, 2.4304], [-1.7245, -1.2599, 0.1008], [0.7245, -1.5487, 2.0485], [-0.4175, -2.8751, 1.4650], [1.4983, -2.3897, 0.2031], [2.4994, -1.8702, -1.6798], [3.4929, 0.6372, -2.8261], [1.4398, 2.3305, -3.0954], [-0.1209, 2.4138, -1.3829], [-0.8295, 2.6047, 1.3152], [-1.8043, 1.8187, -0.0408], [0.5599, -1.9987, -0.0688], [-0.4282, 0.5925, 0.6748]],
  "forces_ev_per_a": [[-2.065, 7.477, 0.599], [3.900, -4.348, -0.019], [1.881, -1.302, -0.217], [0.843, 1.704, 1.245], [0.337, -1.376, -0.598], [-0.088, -0.632, -2.141], [-1.950, 2.153, -1.045], [0.103, -5.347, 5.302], [4.133, -3.588, 0.756], [-2.907, 3.736, 1.468], [-1.318, 1.447, -2.682], [0.704, -0.725, -0.720], [-0.790, 0.721, -1.524], [-1.220, -0.351, -1.150], [0.504, 0.095, 0.610], [0.264, 1.662, 1.792], [-1.757, -0.396, -1.398], [-0.490, 0.366, 0.264], [-1.264, -0.253, -0.921], [0.308, 2.654, 0.419], [-1.714, -1.163, 0.670], [1.088, 2.224, -2.107], [-1.145, 1.055, -0.032], [-1.186, -2.025, 0.194], [-0.411, 0.360, 2.060], [3.640, 0.822, -0.196], [0.601, -4.970, -0.625]],
  "nbo_charge": [-0.4150, -0.4241, -0.0463, -0.2202, 0.0920, -0.2483, -0.2292, -0.1913, -0.2651, 0.1526, -0.2149, 0.2092, 0.2170, 0.2083, 0.2270, 0.2086, 0.1677, 0.2064, 0.3651, 0.2273, 0.2269, 0.2022, 0.2145, 0.2064, 0.1683, -0.5954, -0.4498],
  "de_lowest_ev": 4.6539,
  "multiplicity": 1,
  "total_charge": 0,
  "energy_ev": -14609.7665,
  "orbital_gap_ev": 8.5,
  "lumo_ev": 1.01
}



(2)
{
  "formula": "C17H20N4O",
  "method": "wB97M-V/def2-TZVPD",
  "elements": ["C", "O", "C", "C", "C", "C", "C", "C", "C", "N", "C", "N", "C", "C", "H", "H", "H", "H", "H", "H", "H", "H", "C", "C", "N", "C", "C", "N", "C", "C", "H", "H", "H", "H", "H", "H", "H", "H", "H", "H", "H", "H"],
  "xyz": [[6.0945, 2.0047, 2.4658], [4.8369, 1.5661, 3.0372], [3.9785, 0.8494, 2.2672], [2.7537, 0.4541, 2.8694], [1.8304, -0.2552, 2.1382], [2.0948, -0.6536, 0.8041], [1.1273, -1.4469, 0.0740], [1.5343, -2.4930, -0.7122], [0.5935, -3.2624, -1.4456], [-0.1894, -3.9007, -2.0377], [2.8691, -2.9989, -0.6911], [3.9527, -3.4482, -0.6545], [3.3278, -0.2655, 0.2265], [4.2464, 0.4997, 0.9204], [6.5655, 2.5451, 3.2847], [6.7194, 1.1519, 2.1598], [5.9382, 2.6734, 1.6055], [2.5730, 0.7297, 3.9038], [0.8890, -0.5732, 2.5891], [0.0583, -1.2240, 0.1845], [3.5621, -0.5557, -0.8003], [5.1825, 0.8168, 0.4503], [-3.5143, -1.2100, -1.1442], [-4.6784, -0.5069, -1.7800], [-4.5023, 0.9779, -1.6639], [-4.4133, 1.3497, -0.2139], [-3.2496, 0.6435, 0.4192], [-2.5221, -0.2096, -0.5958], [-2.0663, 0.6764, -1.7232], [-3.2339, 1.3804, -2.3555], [-3.8491, -1.8215, -0.2985], [-2.9854, -1.8382, -1.8698], [-4.7535, -0.7428, -2.8474], [-5.6156, -0.7611, -1.2724], [-4.2933, 2.4379, -0.1636], [-5.3578, 1.0557, 0.2575], [-2.5282, 1.3640, 0.8195], [-3.5905, -0.0251, 1.2172], [-1.3576, 1.3994, -1.3019], [-1.5514, 0.0424, -2.4547], [-3.3356, 1.1063, -3.4115], [-3.1404, 2.4678, -2.2564]],
  "forces_ev_per_a": [[-0.578, -0.255, 0.176], [0.216, -0.033, -0.481], [-0.217, -0.233, -0.508], [0.872, 0.368, -0.237], [-0.140, -0.316, -0.667], [0.789, 0.796, 0.575], [0.475, -0.843, -0.545], [-0.638, 0.836, 0.896], [-2.168, -1.642, -1.574], [1.670, 1.407, 1.243], [2.908, -1.090, -0.006], [-2.613, 1.070, -0.127], [-0.627, -0.244, -0.051], [0.138, 0.293, 0.961], [0.088, -0.027, -0.197], [-0.234, 0.196, 0.144], [-0.044, -0.178, 0.284], [0.022, -0.029, -0.150], [0.227, 0.194, -0.030], [0.310, -0.138, -0.212], [-0.153, 0.156, 0.320], [-0.469, -0.216, 0.138], [1.539, 0.105, 0.827], [-0.553, 1.602, -0.288], [0.096, -0.040, 0.057], [-0.749, 0.127, -1.561], [1.372, -1.075, -0.239], [-0.647, 0.268, -0.173], [0.587, -1.013, 1.122], [-1.674, 0.077, 0.210], [0.249, -0.061, -0.158], [0.014, -0.020, 0.278], [-0.178, 0.046, 0.177], [0.029, 0.054, -0.268], [-0.212, -0.144, 0.004], [0.061, 0.226, -0.116], [0.003, -0.236, 0.091], [0.265, 0.092, -0.009], [0.058, -0.235, -0.069], [0.091, 0.071, 0.241], [-0.069, 0.225, 0.124], [-0.115, -0.138, -0.198]],
  "nbo_charge": [-0.2594, -0.4885, 0.3496, -0.2699, -0.1384, -0.1809, 0.0048, -0.3188, 0.2776, -0.2898, 0.2698, -0.2849, -0.0720, -0.3365, 0.2083, 0.1874, 0.1843, 0.2326, 0.2192, 0.2577, 0.2160, 0.2278, -0.2651, -0.2604, -0.4061, -0.2607, -0.2624, -0.4196, -0.2654, -0.2600, 0.1987, 0.2102, 0.2017, 0.1993, 0.1991, 0.2001, 0.1968, 0.1987, 0.1964, 0.2026, 0.2014, 0.1988],
  "de_lowest_ev": 4.3360,
  "multiplicity": 1,
  "total_charge": 0,
  "energy_ev": -25958.6455,
  "orbital_gap_ev": 7.5,
  "lumo_ev": -0.73
}



(3)
{
  "formula": "C9H13BrOSi",
  "method": "wB97M-V/def2-TZVPD",
  "elements": ["Br", "O", "C", "C", "C", "C", "C", "C", "C", "C", "C", "Si", "H", "H", "H", "H", "H", "H", "H", "H", "H", "H", "H", "H", "H"],
  "xyz": [[4.3595, -2.6813, 1.1159], [-0.3309, 1.0990, 0.7559], [1.8804, -1.6697, 1.8861], [3.0357, -0.3025, 0.2618], [0.7691, -0.8361, 1.7483], [1.9476, 0.5302, 0.1545], [2.9897, -1.4056, 1.0883], [0.7866, 0.3076, 0.9227], [-3.0452, 0.3722, 0.2868], [-1.4959, 2.1594, -1.6545], [-0.6866, -0.8445, -1.3255], [-1.3533, 0.6865, -0.5083], [1.8757, -2.5584, 2.4874], [3.8615, -0.1376, -0.3928], [-0.1590, -0.9923, 2.2835], [1.9780, 1.3882, -0.5110], [-3.7986, -0.0231, -0.3874], [-3.4657, 1.2498, 0.8346], [-2.8929, -0.3959, 1.0650], [-0.5833, 2.7332, -1.7199], [-2.2531, 2.8162, -1.2380], [-1.8254, 1.8091, -2.6313], [0.2577, -0.5210, -1.7507], [-1.3364, -1.1078, -2.1344], [-0.5151, -1.6756, -0.6370]],
  "forces_ev_per_a": [[0.603, -0.171, -0.068], [0.829, -0.569, 0.255], [-0.330, 0.756, -0.991], [-0.129, -0.330, -0.219], [-0.232, 0.996, 0.114], [-1.063, 0.736, 0.684], [-0.540, -0.157, 0.543], [0.920, -0.787, -0.286], [0.370, 0.176, 0.857], [-0.108, -0.539, 0.370], [0.209, 0.663, 0.445], [-1.233, 0.196, 0.341], [-0.185, -0.118, 0.277], [0.588, 0.041, -0.162], [0.085, -0.281, 0.192], [-0.006, -0.100, 0.029], [-0.098, 0.069, -0.226], [0.359, -0.474, -0.582], [-0.050, 0.120, -0.224], [0.344, 0.046, -0.246], [-0.203, 0.141, -0.039], [0.036, 0.205, -0.178], [0.348, -0.280, -0.184], [-0.433, -0.424, -0.492], [-0.084, 0.082, -0.209]],
  "nbo_charge": [0.0621, -0.8451, -0.2199, -0.2299, -0.2586, -0.2545, -0.1097, 0.3137, -1.1371, -1.1382, -1.1472, 1.8811, 0.2311, 0.2277, 0.2245, 0.2232, 0.2372, 0.2430, 0.2343, 0.2432, 0.2433, 0.2385, 0.2425, 0.2415, 0.2531],
  "de_lowest_ev": 0.0000,
  "multiplicity": 1,
  "total_charge": 0,
  "energy_ev": -89513.3532,
  "orbital_gap_ev": 9.5,
  "lumo_ev": 0.74
}



(4)
{
  "formula": "C7H24O6",
  "method": "wB97M-V/def2-TZVPD",
  "elements": ["C", "O", "C", "C", "C", "C", "C", "C", "H", "H", "H", "H", "H", "H", "H", "H", "H", "H", "H", "H", "H", "H", "H", "H", "O", "H", "H", "O", "H", "H", "O", "H", "H", "O", "H", "H", "O"],
  "xyz": [[-1.7117, -2.4708, -1.3264], [-0.6760, -3.0840, -1.9837], [-2.4326, -1.3271, -2.0837], [-1.4260, -0.4298, -2.8740], [-0.4003, 0.3860, -2.1002], [-1.3744, 2.7046, 0.7138], [-0.3474, 2.0728, -0.1211], [-0.9721, 1.3042, -1.0171], [-1.2624, -2.0412, -0.3389], [-2.3459, -3.3466, -1.1674], [0.0732, -2.5686, -2.2203], [-2.8776, -1.9477, -2.9446], [-3.1512, -0.6496, -1.6430], [-2.0866, 0.3135, -3.4554], [-0.8145, -1.0610, -3.5862], [0.4306, 0.7935, -2.8275], [0.2348, -0.2586, -1.5827], [-1.1149, 3.7413, 0.8890], [-1.7593, 2.4918, 1.7171], [-2.2919, 2.9411, 0.0942], [0.7476, 2.1873, -0.0639], [-2.0783, 1.1261, -1.0271], [2.8471, 2.4472, -0.2021], [2.4303, 2.1150, -1.5790], [3.2442, 2.4376, -1.1341], [0.3782, -2.7536, 0.7082], [0.8393, -1.2756, 0.9150], [0.6891, -2.0979, 1.2167], [3.4811, 1.4430, 2.4898], [2.6214, 2.6966, 2.4937], [2.8082, 1.9975, 1.9222], [0.0030, -2.3186, 3.9602], [0.9635, -2.7931, 2.9255], [0.9887, -2.4434, 3.8022], [2.7961, -0.4799, 3.7992], [1.3529, -0.1109, 3.8905], [2.1938, 0.2589, 3.7406]],
  "forces_ev_per_a": [[0.073, 1.932, 2.969], [0.458, -1.765, -1.361], [1.435, -1.665, -3.198], [-0.381, 0.656, -1.162], [1.265, 1.414, -0.811], [-1.866, 3.824, 0.607], [-1.218, -1.869, -0.751], [0.392, -1.432, -2.017], [-1.292, -0.742, -1.146], [-0.503, 0.649, 0.621], [0.654, 1.128, -0.102], [-0.219, 1.284, 1.131], [-0.293, -0.671, 0.753], [1.083, -1.187, 0.431], [-1.053, 0.677, 0.438], [-1.948, 0.067, 1.050], [1.051, -1.706, 1.164], [0.603, 0.645, 0.162], [0.686, -1.279, -0.115], [0.817, -0.867, 0.641], [-0.870, 0.055, 0.217], [0.982, 0.847, 0.523], [1.526, 0.080, -1.194], [0.925, 0.280, -0.287], [-2.276, -0.430, 1.576], [-1.652, -2.816, -3.676], [0.524, 3.981, -2.301], [1.126, -1.281, 5.433], [-2.281, 1.502, -1.841], [-0.654, 1.858, 1.468], [2.812, -2.775, -0.342], [1.892, -0.195, -0.013], [0.343, -0.069, -1.215], [-2.190, 0.393, 1.862], [-0.020, -0.488, 0.151], [-1.525, -0.950, 0.238], [1.594, 0.915, 0.097]],
  "nbo_charge": [-0.0537, -0.7276, -0.4486, -0.3976, -0.4617, -0.6575, -0.2101, -0.1651, 0.1337, 0.1934, 0.4706, 0.2114, 0.2238, 0.2092, 0.2092, 0.2154, 0.1904, 0.2135, 0.2272, 0.2133, 0.2145, 0.1855, 0.4861, 0.4521, -0.9389, 0.4827, 0.4925, -0.9592, 0.4940, 0.4666, -0.9546, 0.4629, 0.4883, -0.9618, 0.4745, 0.4846, -0.9592],
  "de_lowest_ev": 4.0347,
  "multiplicity": 1,
  "total_charge": 0,
  "energy_ev": -19929.6407,
  "orbital_gap_ev": 9.8,
  "lumo_ev": 0.39
}